[1]
The following is a DFT calculation (ωB97M-V/def2-TZVPD) of 2 unconnected molecules or ions with the total composition C2H7O at a distorted geometry.

Geometry (Å):
C1 -1.217059 0.788245 2.190032
H1 0.045962 0.352820 0.382235
O1 1.471754 -0.727976 -3.667357
H2 0.808852 -0.339049 1.904291
H3 -0.541391 -1.163645 1.223857
H4 -1.826706 0.105117 2.906770
H5 -0.704198 1.533356 2.756608
C2 -0.237921 -0.088449 1.409376
H6 1.233216 -0.042038 -3.024289
H7 -2.059875 1.178476 1.592940

Force components x, y, z for each atom (eV/Å):
-1.7050 -2.6119 0.7344
-0.5121 -0.6857 1.5722
-0.0676 0.1725 0.1837
-2.0578 1.1634 -0.4722
-0.3931 1.3952 -0.0008
1.2701 1.1215 -0.6438
0.0532 0.6971 0.2944
2.5188 -1.3341 -1.3615
0.0611 -0.1657 -0.1647
0.8324 0.2476 -0.1417

total charge	-1
E_LUMO	3.36	eV
frontier orbital gap	0.190	Ha
total energy	-4233.5605	eV


[2]
The following is a DFT calculation (ωB97M-V/def2-TZVPD) of 2 unconnected molecules or ions with the total composition C7H16O.

Geometry (Å):
H1 0.159760 4.277958 0.856550
C1 2.226269 3.834839 1.430189
H2 3.060119 0.254200 -1.081220
C2 2.562759 1.039230 -0.487100
H3 2.912039 2.350769 2.887139
C3 0.851950 3.414099 0.847650
C4 0.325070 2.344089 1.812329
H4 4.865668 0.329730 0.533030
H5 2.322889 4.937518 1.444829
H6 0.747670 2.085589 3.975649
H7 0.926170 3.053039 -0.196180
H8 3.057549 3.432219 0.820000
H9 2.831529 2.022579 -0.908280
H10 4.637068 2.098109 0.705970
C5 0.823920 2.840549 3.169629
H11 0.231950 3.723539 3.478439
C6 4.294289 1.111660 1.060980
C7 2.270099 3.252409 2.866709
H12 0.788430 1.364460 1.586319
H13 2.676199 3.971458 3.603929
O1 2.901319 0.949040 0.882530
H14 1.471099 0.906450 -0.572390
H15 -0.773380 2.216759 1.760739
H16 4.505698 1.033390 2.140699

Force components x, y, z for each atom (eV/Å):
0.2933 -0.3571 -0.0697
0.2398 0.2459 -0.1289
-0.0603 0.1522 0.1702
-0.3595 -0.2090 -0.1851
-0.3590 0.5308 0.0496
-0.1571 0.1358 -0.2876
-0.3866 -0.4461 -0.1261
-0.1640 0.1646 0.0815
0.0083 -0.5248 -0.0467
0.0384 0.3527 -0.3877
-0.1192 0.3019 0.5438
-0.4557 0.3750 0.3379
0.0062 -0.2057 0.1074
-0.0714 -0.2176 0.0363
-0.1708 -0.0680 0.3600
0.2113 -0.3202 -0.0812
0.2084 -0.1486 0.3871
0.3986 0.0101 0.2711
-0.2712 0.5002 0.1788
-0.1918 -0.3410 -0.3465
0.4823 -0.0984 -0.4824
0.4902 0.0276 0.0520
0.4812 0.1254 0.0446
-0.0913 0.0141 -0.4785

E_LUMO	1.04	eV
frontier orbital gap	0.408	Ha
SMILES	C1CCCC1.COC
total energy	-9565.1938	eV


[3]
The following is a DFT calculation (ωB97M-V/def2-TZVPD) of 9 unconnected molecules or ions with the total composition C12H42O15 at a distorted geometry.

Geometry (Å):
H1 -1.493602 -3.869974 -1.442422
H2 -0.456938 -0.611676 3.674437
C1 -0.733777 -3.997608 -2.213435
H3 -3.838782 0.228842 4.731093
H4 2.896961 2.936094 -3.406986
H5 0.165047 -4.318997 -1.687203
O1 0.773919 -2.646308 -3.690920
H6 4.306911 -0.234677 2.588103
H7 -3.146295 0.581374 -0.436908
C2 2.811304 0.875192 2.845921
C3 -2.623885 -0.022344 -1.179005
H8 3.764091 1.440559 -2.033262
H9 -2.442017 -1.892062 3.584122
H10 -4.159734 2.033547 -3.049942
O2 -0.048364 -1.001764 0.766995
H11 1.239086 -0.090965 -2.974851
H12 -1.198049 -2.281443 -3.497953
H13 -0.509577 -4.638287 -3.986298
O3 1.397783 0.319451 -1.026423
H14 -1.132079 1.902235 0.183280
H15 -1.611822 -0.341962 -0.930682
H16 0.418713 -0.402102 0.185212
H17 0.588043 -2.270395 -4.554475
O4 0.332011 2.754996 -0.756677
H18 0.356108 -1.854535 0.607591
O5 -0.534512 0.344070 3.720644
H19 -2.272436 1.592187 4.034954
H20 0.223835 -2.957020 3.143743
H21 -0.201885 -1.804036 -2.162600
H22 -1.588516 3.931580 -1.639148
H23 2.604790 -3.382619 0.846588
H24 2.106803 0.257943 -0.382137
H25 1.818232 -3.590108 -0.430195
C4 3.358669 1.747715 1.660963
O6 -3.409007 -1.218341 -1.071994
H26 -0.062707 2.678020 1.283340
C5 -1.927624 0.625280 3.668491
H27 2.786202 2.621561 1.349881
H28 2.538620 -0.962218 -2.174586
H29 4.230944 2.222943 2.109731
H30 -2.500961 -0.229929 5.521779
C6 -2.830500 0.700359 -2.536707
C7 2.087298 0.022040 -2.299677
C8 -0.556181 2.817298 0.321471
H31 2.358270 1.426368 3.669981
H32 -2.529801 0.130195 -3.415673
O7 1.758371 -3.196416 0.440237
H33 -3.217585 -1.631838 -0.227026
O8 3.689868 0.939375 0.531615
C9 3.061390 1.120864 -2.802739
O9 -2.265819 3.878540 -0.960887
C10 -1.511794 3.994899 0.265869
H34 0.757254 1.917696 -0.955941
H35 3.672243 0.779745 -3.638564
H36 2.040963 0.183067 2.505873
H37 -0.334472 -1.726323 2.461397
O10 3.901742 0.122324 3.381821
C11 -2.872522 -0.218044 4.497126
H38 -2.254044 3.965149 1.063551
O11 -0.536132 -2.375113 3.135676
O12 -4.153919 1.165350 -2.640295
H39 -0.960911 4.933706 0.323014
H40 -2.177408 0.672589 2.608554
O13 2.289172 2.263858 -3.090295
H41 -2.115402 1.522995 -2.535164
O14 -1.115139 -4.930691 -3.301185
O15 -3.172746 -1.553831 4.106840
H42 4.537784 1.219364 0.179136
C12 -0.375481 -2.617740 -2.866768

Force components x, y, z for each atom (eV/Å):
-0.3942 -0.1476 -0.5123
0.2235 -0.2760 0.3377
0.7847 0.8974 -1.5829
-0.1991 0.5526 -0.9885
-0.1010 0.2240 0.0185
0.0826 -0.4875 -0.1556
0.7915 -0.9740 -0.3178
0.3948 -0.5694 -0.0739
0.9907 0.9445 0.1675
0.1690 -0.0423 -0.8916
-1.5334 -0.4814 -0.1949
0.1583 -0.5895 0.3405
0.3205 -0.3298 0.0550
0.0979 -0.0107 0.0887
-1.0815 -0.0482 0.8504
0.3299 0.1171 -0.3625
-0.4748 -0.1861 0.2094
0.1541 -0.3018 -0.3929
1.0541 0.2360 -1.5200
-0.7910 -0.0288 0.5958
0.2489 0.9141 -0.1907
0.1304 0.1545 -0.3723
-0.1332 -0.0194 0.1006
0.2483 2.9391 -0.6970
0.6357 -0.5977 -0.2398
-0.7315 0.9003 0.9336
1.2913 0.6818 0.1791
0.2610 -0.2893 0.0217
-0.1978 -0.3251 0.6747
0.0947 -0.1569 -0.3353
0.7907 -0.0403 0.3652
0.6454 0.2146 0.6592
0.2047 -0.3014 -0.5871
-0.0740 0.3987 1.4751
-0.3034 -0.7830 -1.0837
0.2216 0.5002 0.3034
-1.0266 0.1084 -0.7394
-0.8394 -0.3458 -0.0224
0.3404 0.1091 -0.1784
0.5353 -0.2254 -0.2053
0.8307 -0.2011 0.2390
1.0560 -0.2598 0.9412
-0.5880 0.2575 0.3473
-0.3372 -2.1970 0.1583
0.2186 0.4016 -0.2214
-0.2503 -0.6432 0.0313
-0.9994 0.4261 0.2146
0.1147 0.0944 0.0778
-0.2811 -0.1613 0.5770
-0.6051 -0.3843 1.3002
0.2835 0.6430 0.5355
0.0510 -0.7139 -0.8857
-0.1258 -0.7439 0.4331
-0.2858 -0.3060 -0.3103
-0.1597 0.0283 -0.2809
0.2254 0.2823 -1.1637
-0.3267 0.4718 -0.1498
-0.1430 -1.1688 1.0172
0.2375 -0.1508 0.1229
-0.4338 -0.1561 0.5999
-0.4256 -0.0707 -0.0727
-0.0262 0.2358 -0.1178
-0.5122 -0.3653 -0.2255
-0.3306 0.1824 -0.7080
0.0271 0.3122 0.2645
0.3201 1.2143 1.7985
-0.0547 0.4182 -0.3056
0.2384 -0.0699 -0.1057
-1.0369 0.2894 0.1570

total charge	-1
E_LUMO (spin up / spin down)	2.36 / 2.30	eV
2S+1	2
<S²>	0.7505
frontier orbital gap (spin up / spin down)	0.090 / 0.363	Ha
total energy	-43833.4222	eV


[4]
The following is a DFT calculation (ωB97M-V/def2-TZVPD) of a molecular structure, C5H5N at a distorted geometry.

Geometry (Å):
H1 1.420314 -1.453662 0.609804
H2 0.127411 -1.825572 1.630435
C1 0.172685 1.969147 0.067714
C2 -0.740230 2.746924 -0.385205
H3 -0.092411 0.834859 -1.765251
H4 0.907503 1.803462 0.700252
H5 0.053991 -2.486080 0.004697
C3 -0.326377 -0.490463 -0.145541
N1 -1.496386 -0.199758 -0.422399
C4 -0.368712 0.786744 -0.797916
C5 0.342213 -1.685602 0.503409

Force components x, y, z for each atom (eV/Å):
-0.3221 -0.7384 -0.8830
-0.5558 0.4621 -1.8189
-3.9861 0.9309 -2.5781
0.3242 -0.1614 0.2450
0.5260 0.0816 -3.1859
3.2974 -0.4890 2.7870
-0.7470 -3.9070 -2.2912
-0.3828 -2.0776 1.3876
-0.1478 0.9147 -0.1807
0.0223 -0.0503 2.3389
1.9718 5.0344 4.1792

E_LUMO	0.45	eV
frontier orbital gap	0.391	Ha
total energy	-6749.2795	eV